## i
Formula: H23O12
Source: the OMol25 dataset
Level of theory: ωB97M-V with the def2-TZVPD basis set

LUMO = 2.489 eV
Gap between HOMO and LUMO = 0.3093 Ha
Total charge = -1
HOMO energy = -5.93 eV

```
35
H23O12 ωB97M-V with the def2-TZVPD basis set
O 3.5267 1.5398 2.5722
H 2.5386 1.5376 2.4073
H 0.8909 2.7658 -0.7530
O 0.6560 -0.2214 0.1467
H 0.1444 0.6501 -0.1543
H 0.2021 -0.8543 0.6827
O 3.3026 1.2441 -2.8275
H 2.2960 1.1539 -2.9859
O 0.4403 2.6470 0.1699
H -1.9092 -2.6963 0.5575
H 1.1025 2.4478 0.7076
O -1.2629 2.2048 -1.7856
H -1.4265 1.2230 -1.7693
H 1.9312 3.8650 -2.8138
O 2.3023 -1.9956 0.0954
H 1.4148 -2.3333 0.4811
H 3.3866 1.7104 -1.9949
O -2.5922 -3.1285 -0.1309
H -2.5021 -4.0715 0.1454
H 2.1348 -1.4649 -0.7835
O -3.6175 0.8176 1.2161
H -3.7106 0.3230 2.0870
H -3.2105 0.1285 0.6900
O -4.3467 -1.2242 -1.2985
H -3.6649 -1.7280 -1.2334
H -4.1167 -0.3298 -1.5122
O -0.4833 -2.1511 1.1319
H 3.4704 0.6666 2.8929
H -1.1576 -2.1453 1.6855
O 1.4734 -2.8644 2.6924
H 0.5469 -2.5559 2.3002
H 1.2306 -3.9605 2.9669
O 1.5541 3.1671 -2.4355
H -1.1517 2.4007 -0.7727
H 0.6073 3.2322 -2.3776
```

Atomic partial charges in e from the Löwdin method, atoms 1 to 8: number 1, O, carries -0.064; number 2, H, carries 0.058; number 3, H, carries 0.072; number 4, O, carries -0.148; number 5, H, carries 0.058; number 6, H, carries -0.086; number 7, O, carries -0.110; number 8, H, carries 0.073

## ii
Formula: H23O12
Source: the OMol25 dataset
Level of theory: ωB97M-V with the def2-TZVPD basis set

LUMO = 2.843 eV
Gap between HOMO and LUMO = 0.3559 Ha
Total charge = -1
HOMO energy = -6.84 eV

```
35
H23O12 ωB97M-V with the def2-TZVPD basis set
O -0.1303 -3.1035 -0.4259
H -1.0878 3.5462 0.8297
H -2.4780 -1.7730 2.3279
O 3.3903 -0.6980 -0.6445
H 2.4166 -0.3321 -0.5537
H 3.4546 -1.1432 0.1383
O -0.2191 0.6843 -2.3946
H 0.5485 1.0654 -2.7909
O -2.6944 -1.4665 3.3143
H -0.2132 0.3948 4.8246
H -3.4090 -0.7414 3.2703
O -1.3326 4.4300 1.2379
H 2.5490 2.3606 2.0700
H -3.4527 -2.0249 -0.0316
O 2.9172 -2.7356 -2.4906
H -0.4136 2.1709 -2.0295
H 0.3296 0.3699 -1.2394
O -0.0552 -0.5544 5.1723
H -0.2984 -1.1057 4.5802
H 2.7970 -1.9586 -1.8641
O -2.2997 -1.0241 -2.9581
H -2.8835 -0.3201 -2.7553
H -1.3876 -0.7183 -3.0703
O 1.8606 2.2037 2.6416
H 1.1236 1.9647 2.0746
H -2.2014 -1.7853 -0.4784
O 0.3233 2.9780 -1.9247
H -0.0306 -2.1664 -0.1573
H 1.7385 0.7597 -0.3593
O 0.9531 0.1900 -0.1942
H 0.7669 2.9418 -2.7533
H 2.4564 -2.4201 -3.2376
O -2.7928 -1.5550 0.2732
H 0.8365 -3.2692 -0.6755
H -1.0823 4.8354 0.2741
```

Atomic partial charges in e from the Löwdin method, atoms 1 to 8: number 1, O, carries -0.098; number 2, H, carries 0.036; number 3, H, carries 0.067; number 4, O, carries -0.088; number 5, H, carries 0.009; number 6, H, carries -0.013; number 7, O, carries -0.286; number 8, H, carries -0.027

Most stable: ii. Least stable: i.

## i
Formula: C4H7OP
Source: the OMol25 dataset
Level of theory: ωB97M-V with the def2-TZVPD basis set

LUMO = -1.007 eV
Gap between HOMO and LUMO = 0.2907 Ha
SMILES string = C=CC=C.O=P
HOMO energy = -8.92 eV

```
13
C4H7OP ωB97M-V with the def2-TZVPD basis set
C 0.9258 -0.7270 -0.5701
C 0.7892 0.7063 -0.5093
C 0.6445 -1.6283 0.3222
C 1.0283 1.3843 0.6110
O -2.4887 -0.7951 -0.3980
P -3.2050 0.4739 -0.3755
H 1.1921 -1.0878 -1.5432
H 0.4051 1.0905 -1.4323
H 0.1729 -1.4292 1.2311
H 0.6136 -2.7286 0.0937
H 0.7925 2.4255 0.7292
H 1.4561 0.8650 1.4597
H -2.3263 1.4503 0.3813
```

Atomic partial charges in e from the Löwdin method, atoms 1 to 8: number 1, C, carries -0.239; number 2, C, carries -0.206; number 3, C, carries -0.007; number 4, C, carries 0.008; number 5, O, carries -0.583; number 6, P, carries 0.749; number 7, H, carries 0.090; number 8, H, carries 0.092

## ii
Formula: C4H7OP
Source: the OMol25 dataset
Level of theory: ωB97M-V with the def2-TZVPD basis set

LUMO = 0.915 eV
Gap between HOMO and LUMO = 0.3691 Ha
SMILES string = O[C@@H]1CP1.C#C
HOMO energy = -9.13 eV

```
13
C4H7OP ωB97M-V with the def2-TZVPD basis set
C 3.0161 0.0965 -0.8665
C 2.2554 0.5679 -0.0534
C -0.5545 -0.2973 0.3525
C -2.0542 -0.1005 0.3482
O 0.0029 -1.1722 -0.5793
P -1.1352 1.3526 -0.3327
H 3.2964 -0.3744 -1.7714
H 0.1299 -0.3859 1.3215
H 1.9511 1.0542 0.7933
H -2.6174 -0.2021 1.2534
H -2.4535 -0.7513 -0.4681
H -0.6961 -1.6564 -0.9452
H -1.1408 1.8690 0.9479
```

Atomic partial charges in e from the Löwdin method, atoms 1 to 8: number 1, C, carries 0.025; number 2, C, carries -0.031; number 3, C, carries -0.656; number 4, C, carries -0.389; number 5, O, carries -0.091; number 6, P, carries 0.903; number 7, H, carries 0.017; number 8, H, carries 0.147

## iii
Formula: C4H7OP
Source: the OMol25 dataset
Level of theory: ωB97M-V with the def2-TZVPD basis set

LUMO (spin up / spin down) = -0.590 / -0.590 eV
Gap between HOMO and LUMO (spin up / spin down) = 0.3053 / 0.3053 Ha
HOMO energy (spin up / spin down) = -8.90 / -8.90 eV

```
13
C4H7OP ωB97M-V with the def2-TZVPD basis set
C 1.3518 1.4424 0.4125
C 0.9120 0.2453 1.2291
C 0.5725 0.4098 -0.2103
C -1.3326 -1.4502 -0.7022
O -1.5370 0.8386 -2.0409
P -0.9736 0.3022 -0.8201
H 0.9399 2.3001 0.7143
H 2.4585 1.6886 0.0528
H 1.7627 -0.4560 1.4729
H 0.1470 0.3267 2.0860
H -0.8964 -1.9438 -1.4952
H -2.5071 -1.6812 -0.7323
H -0.8978 -2.0225 0.0332
```

Atomic partial charges in e from the Löwdin method, atoms 1 to 8: number 1, C, carries -0.201; number 2, C, carries -0.187; number 3, C, carries -0.368; number 4, C, carries -0.212; number 5, O, carries -0.349; number 6, P, carries 0.748; number 7, H, carries 0.046; number 8, H, carries 0.154

Most stable: i. Least stable: ii.

## i
Formula: C4H7BrO2
Source: the OMol25 dataset
Level of theory: ωB97M-V with the def2-TZVPD basis set

LUMO = -0.920 eV
Gap between HOMO and LUMO = 0.3173 Ha
HOMO energy = -9.55 eV

```
14
C4H7BrO2 ωB97M-V with the def2-TZVPD basis set
C -0.1139 -2.3729 0.4742
C -0.1509 1.4855 1.0569
C -0.0965 0.3893 -1.4442
C 0.4297 0.6107 -0.0469
O -0.2273 -2.5891 -0.7220
O 0.0324 -1.2034 1.0141
Br 2.3077 0.5784 0.0071
H -0.2649 -3.1502 1.2674
H -1.1701 1.7690 0.7358
H 0.2092 2.4740 1.0784
H -0.0053 1.0043 2.0679
H 0.4382 0.9537 -2.2057
H -0.2539 -0.6462 -1.6386
H -1.1343 0.6969 -1.6444
```

Atomic partial charges in e from the Löwdin method, atoms 1 to 8: number 1, C, carries -0.479; number 2, C, carries -0.120; number 3, C, carries -0.119; number 4, C, carries -0.634; number 5, O, carries -0.019; number 6, O, carries -0.107; number 7, Br, carries 0.847; number 8, H, carries 0.134

## ii
Formula: C4H7BrO2
Source: the OMol25 dataset
Level of theory: ωB97M-V with the def2-TZVPD basis set

LUMO = 0.654 eV
Gap between HOMO and LUMO = 0.3821 Ha
SMILES string = C[C@](O)(C=O)CBr
HOMO energy = -9.74 eV

```
14
C4H7BrO2 ωB97M-V with the def2-TZVPD basis set
C -0.5722 1.7202 0.7418
C 1.1276 -0.0071 -0.0889
C -1.2833 -0.7366 0.1748
C -0.4346 0.3722 -0.2329
O -0.6848 2.8260 0.3399
O -0.7457 0.7115 -1.6160
Br -3.2084 -0.2478 -0.0898
H -0.5998 1.4454 1.8178
H 1.2278 -0.7213 -0.8558
H 1.3773 -0.5557 0.8336
H 1.7187 0.8417 -0.1962
H -1.1446 -1.0021 1.2299
H -1.0863 -1.5173 -0.4719
H -0.1732 1.5070 -1.7908
```

Atomic partial charges in e from the Löwdin method, atoms 1 to 8: number 1, C, carries -0.199; number 2, C, carries 0.007; number 3, C, carries -0.497; number 4, C, carries -0.587; number 5, O, carries 0.090; number 6, O, carries -0.065; number 7, Br, carries 0.641; number 8, H, carries 0.131

Most stable: ii. Least stable: i.

## i
Formula: C3H5P3
Source: the OMol25 dataset
Level of theory: ωB97M-V with the def2-TZVPD basis set

LUMO = -0.841 eV
Gap between HOMO and LUMO = 0.2728 Ha
HOMO energy = -8.27 eV

```
11
C3H5P3 ωB97M-V with the def2-TZVPD basis set
C -1.1469 -0.6389 -1.8671
C 0.3427 -0.0928 0.2530
C 1.1213 0.8306 1.3472
P -1.9366 -1.8720 -0.8251
P -0.6347 -1.3957 0.8100
P 0.2173 0.1781 -1.8306
H -1.4660 -0.6391 -2.9912
H -0.5707 0.5854 0.2255
H 2.2528 0.5479 1.2769
H 0.6661 0.5170 2.3049
H 1.1547 1.9796 1.2964
```

Atomic partial charges in e from the Löwdin method, atoms 1 to 8: number 1, C, carries -1.034; number 2, C, carries -0.890; number 3, C, carries -0.189; number 4, P, carries 0.497; number 5, P, carries 0.555; number 6, P, carries 0.850; number 7, H, carries 0.006; number 8, H, carries 0.016

## ii
Formula: C3H5P3
Source: the OMol25 dataset
Level of theory: ωB97M-V with the def2-TZVPD basis set

LUMO = -0.156 eV
Gap between HOMO and LUMO = 0.2959 Ha
SMILES string = CC1=P#[PH]1.C#P
HOMO energy = -8.21 eV

```
11
C3H5P3 ωB97M-V with the def2-TZVPD basis set
C -2.6953 1.0679 0.7235
C 1.1528 -0.1211 0.0770
C 0.4023 -1.3819 0.0233
P -2.7180 0.8055 -0.8351
P 1.5833 1.2674 1.0157
P 2.4504 0.5817 -0.9259
H -2.6251 1.1719 1.7039
H 0.7485 -1.9187 0.8759
H 0.6199 -1.8581 -0.8843
H -0.6661 -1.1172 0.1947
H 1.7473 1.5025 -1.9687
```

Atomic partial charges in e from the Löwdin method, atoms 1 to 8: number 1, C, carries -0.487; number 2, C, carries -1.052; number 3, C, carries -0.182; number 4, P, carries 0.692; number 5, P, carries 0.639; number 6, P, carries 0.498; number 7, H, carries -0.138; number 8, H, carries 0.067

Most stable: i. Least stable: ii.

## i
Formula: H36O18
Source: the OMol25 dataset
Level of theory: ωB97M-V with the def2-TZVPD basis set

LUMO = -0.312 eV
Gap between HOMO and LUMO = 0.3783 Ha
HOMO energy = -10.61 eV

```
54
H36O18 ωB97M-V with the def2-TZVPD basis set
O -3.9748 -1.7281 0.4562
H -4.6373 -2.2636 0.0120
H -3.7155 -2.2167 1.2431
O 0.7473 0.7521 0.1861
H 1.0711 -0.1224 -0.0496
H 0.2621 0.5910 1.0034
O 2.9799 2.6340 0.8331
H 3.2283 2.3845 -0.0692
H 2.1334 2.1631 0.7984
O 3.7280 -0.9982 -0.1017
H 4.5720 -1.0392 0.3603
H 3.9720 -0.6502 -0.9656
O -1.2191 3.6114 4.5799
H -1.1385 3.1682 3.7242
H -0.6938 2.9960 5.1074
O 2.8346 -0.9695 2.6720
H 1.9805 -0.6676 2.3531
H 3.0344 -1.8402 2.3179
O -2.9482 0.0414 -2.2403
H -2.8600 -0.5995 -1.5380
H -2.5261 0.8996 -2.1454
O 1.5811 -4.2626 0.4637
H 2.3068 -3.9551 -0.0902
H 1.0721 -4.8319 -0.1202
O -1.7939 1.7747 1.1903
H -1.3978 1.4311 0.3921
H -2.1586 2.6593 1.1603
O 5.2551 -0.2616 -3.0822
H 4.5072 -0.5507 -3.6301
H 4.7979 0.5532 -2.8196
O -3.3604 2.1082 3.8332
H -2.7568 1.8679 3.1240
H -2.9340 2.8726 4.2696
O -4.5756 2.6785 -0.1531
H -5.5343 2.7504 -0.1267
H -4.4047 1.8564 0.3221
O -1.1564 2.6497 -2.7985
H -1.1054 3.6029 -2.6911
H -1.1955 2.4226 -3.7293
O -0.4455 -1.5683 -4.1529
H -0.0569 -2.4333 -4.2850
H -1.4022 -1.5957 -4.0893
O 1.1015 -2.7854 3.8522
H 1.3620 -1.8692 3.6991
H 1.3012 -3.0842 4.7385
O 0.1122 -1.6170 -1.7182
H -0.2202 -0.7689 -2.0384
H -0.6888 -1.9059 -1.2637
O 2.3742 0.4672 -4.3419
H 1.6349 1.0700 -4.5093
H 1.7826 -0.2692 -4.1152
O -0.2175 -1.3483 1.5269
H -0.8090 -1.6299 0.8216
H 0.1940 -2.1736 1.8243
```

Atomic partial charges in e from the Löwdin method, atoms 1 to 8: number 1, O, carries -0.046; number 2, H, carries 0.042; number 3, H, carries 0.042; number 4, O, carries -0.065; number 5, H, carries 0.017; number 6, H, carries 0.007; number 7, O, carries -0.075; number 8, H, carries 0.024

## ii
Formula: H36O18
Source: the OMol25 dataset
Level of theory: ωB97M-V with the def2-TZVPD basis set

LUMO = -0.356 eV
Gap between HOMO and LUMO = 0.3749 Ha
HOMO energy = -10.56 eV

```
54
H36O18 ωB97M-V with the def2-TZVPD basis set
O -0.7503 -2.7409 2.9062
H -0.6625 -1.9773 3.4869
H -0.6880 -2.1904 2.0147
O -4.2380 -3.7643 -1.0060
H -3.8737 -3.1349 -0.3929
H -5.1715 -3.6649 -0.8111
O -1.8346 -2.0434 -1.3026
H -1.5760 -2.9438 -1.0799
H -2.6122 -2.0549 -1.9212
O -1.5362 1.2205 -1.1862
H -1.3171 1.9957 -1.7176
H -1.3951 1.4014 -0.2483
O -3.7865 3.9679 -2.5364
H -3.8706 3.1521 -2.0433
H -3.8497 3.6991 -3.4509
O 0.5847 -1.6678 -3.0725
H 0.5513 -2.4731 -3.5782
H -0.2999 -1.5842 -2.7064
O 0.5315 2.7845 0.8182
H 0.8834 1.8759 1.0275
H 0.1028 2.5851 -0.0330
O 1.3319 -5.0401 -1.7233
H 0.8749 -5.3845 -0.9743
H 2.1744 -4.6634 -1.5166
O -0.0551 3.3532 -2.3876
H 0.3445 4.2082 -2.0555
H -0.5306 3.5302 -3.2006
O 2.8494 3.7275 1.4130
H 2.2743 3.4258 0.7002
H 2.3178 3.5649 2.1828
O -1.1767 0.9114 3.2301
H -1.3088 0.4017 2.4406
H -1.9580 1.0197 3.7620
O -1.0432 -1.0046 0.8254
H -1.9694 -1.1074 1.0110
H -0.8136 -0.7122 -0.0542
O 1.5261 -1.1853 -0.5808
H 1.6155 -0.6597 0.2169
H 1.9823 -0.6580 -1.2496
O 4.0580 -0.5403 1.7165
H 3.9284 -1.1785 2.4082
H 4.9061 -0.6214 1.2866
O 1.0137 -5.1286 3.8204
H 1.5281 -5.4162 3.0689
H 0.2877 -4.6555 3.4588
O 2.4078 4.8377 -1.0879
H 3.3356 4.7432 -0.7695
H 1.8854 5.2256 -0.3101
O 0.9336 -3.7589 0.6272
H 0.7443 -2.9166 0.2350
H 0.2353 -4.3365 0.3549
O -0.3325 6.0793 -0.3120
H -1.2724 6.2717 -0.2013
H -0.3318 5.2358 -0.8202
```

Atomic partial charges in e from the Löwdin method, atoms 1 to 8: number 1, O, carries -0.110; number 2, H, carries 0.023; number 3, H, carries 0.036; number 4, O, carries -0.043; number 5, H, carries 0.008; number 6, H, carries 0.043; number 7, O, carries -0.064; number 8, H, carries 0.061

## iii
Formula: H36O18
Source: the OMol25 dataset
Level of theory: ωB97M-V with the def2-TZVPD basis set

LUMO = -0.335 eV
Gap between HOMO and LUMO = 0.3747 Ha
HOMO energy = -10.53 eV

```
54
H36O18 ωB97M-V with the def2-TZVPD basis set
O 0.8489 1.4469 0.7262
H 0.4146 2.2735 0.8929
H 1.3404 0.9903 1.4126
O 0.1108 -2.9312 0.9572
H 0.5947 -2.1082 0.5822
H 0.0111 -2.6626 1.8642
O -2.7952 3.4456 -1.4705
H -2.3554 3.6274 -2.3458
H -3.7807 3.4001 -1.7067
O -1.1379 2.8065 -3.7480
H -0.7385 2.3527 -2.9087
H -0.3278 2.9654 -4.2116
O 3.7598 -4.1853 -2.3581
H 3.0913 -3.6589 -2.0287
H 4.0431 -4.5666 -1.5315
O 2.0446 3.3397 3.2924
H 1.1730 3.7834 3.3309
H 2.5341 3.2184 2.5174
O 0.1848 -0.5401 -0.8812
H 0.5928 0.2157 -0.2771
H -0.4478 -0.0145 -1.5139
O 2.9554 0.3739 3.0471
H 3.9198 0.7738 2.9030
H 2.5821 1.2235 3.2737
O -2.7917 0.2155 1.0946
H -2.2082 -0.5533 1.1372
H -3.7222 -0.1625 0.8177
O 4.2137 -0.4222 -2.9207
H 3.7149 -0.3119 -2.1257
H 3.8615 0.1539 -3.5683
O -4.4766 1.2356 -1.0192
H -4.6603 0.9014 -1.9238
H -3.5519 1.4327 -1.2331
O -0.9822 3.2783 1.0493
H -1.5222 3.2422 1.8993
H -1.5997 3.0770 0.3699
O 1.1219 -4.3015 -1.7169
H 1.5393 -4.8777 -1.0411
H 0.4331 -3.7201 -1.2034
O -1.0661 -5.1537 2.2406
H -0.6253 -5.9166 1.7057
H -0.9021 -4.4545 1.5274
O -0.6563 0.9055 2.6723
H -0.6126 1.0552 1.7333
H -1.5950 1.1488 2.8109
O 0.1255 -1.6577 3.2419
H 0.8296 -1.2741 3.6882
H -0.3802 -0.9132 3.0716
O 1.3247 3.1577 -4.8182
H 2.0335 3.8638 -4.6395
H 0.8646 3.1301 -5.6588
O -2.6717 -2.7321 0.7743
H -1.6896 -2.8597 0.6468
H -2.9667 -3.0566 1.5699
```

Atomic partial charges in e from the Löwdin method, atoms 1 to 8: number 1, O, carries -0.061; number 2, H, carries 0.001; number 3, H, carries 0.045; number 4, O, carries -0.119; number 5, H, carries 0.091; number 6, H, carries -0.020; number 7, O, carries -0.106; number 8, H, carries 0.035

Most stable: i. Least stable: iii.